DFT (wB97M-V/def2-TZVPD) results for 6 unconnected molecules or ions with the total composition C37H84NO5P in a non-equilibrium geometry.

The SMILES is CC(=O)OCCCCOC(=O)O[PH2]=N.CCCCCC.CCCCCC.CCCCCC.CCCCCC.CCCCCC. The calculation puts the energy at -60748.5472 eV. For the orbital gap, the calculation gives 10.14 eV. The HOMO energy is -0.34967 Ha.

```
! RIJCOSX wB97M-V def2-TZVPD def2/J DEFGRID3
* xyz 0 1
C 3.720 0.434 2.462
C 3.145 1.794 2.777
O 3.041 2.142 3.885
O 2.787 2.516 1.713
C 3.092 3.918 1.821
C 1.985 4.655 2.578
C 2.000 6.163 2.300
C 0.630 6.839 2.475
O -0.442 6.109 1.867
C -1.194 5.480 2.741
O -0.828 5.031 3.724
O -2.514 5.447 2.387
P -3.093 3.959 1.941
N -2.139 2.755 2.187
H 3.232 -0.338 3.040
H 3.555 0.201 1.411
H 4.790 0.470 2.640
H 3.083 4.296 0.806
H 4.069 4.093 2.266
H 2.126 4.519 3.643
H 1.049 4.186 2.301
H 2.317 6.393 1.285
H 2.673 6.616 3.020
H 0.434 7.084 3.511
H 0.703 7.787 1.954
H -4.305 3.794 2.642
H -3.440 4.127 0.588
H -2.622 2.133 2.828
C -6.357 2.365 -0.071
C -7.192 1.290 0.616
C -6.420 0.566 1.719
C -5.179 -0.188 1.240
C -5.434 -1.248 0.171
C -6.334 -2.386 0.645
H -5.485 1.939 -0.568
H -6.944 2.888 -0.827
H -6.013 3.103 0.659
H -7.561 0.579 -0.128
H -8.078 1.754 1.058
H -7.095 -0.122 2.235
H -6.109 1.300 2.473
H -4.706 -0.666 2.104
H -4.445 0.529 0.858
H -4.472 -1.672 -0.128
H -5.857 -0.790 -0.727
H -5.896 -2.881 1.515
H -6.446 -3.128 -0.147
H -7.332 -2.036 0.914
C 3.200 -0.279 -5.092
C 2.877 -1.538 -4.294
C 2.005 -1.271 -3.067
C 2.639 -0.356 -2.017
C 3.984 -0.832 -1.473
C 3.910 -2.169 -0.741
H 3.775 0.437 -4.503
H 3.793 -0.528 -5.974
H 2.285 0.212 -5.432
H 3.805 -2.035 -3.999
H 2.349 -2.238 -4.949
H 1.740 -2.229 -2.609
H 1.060 -0.822 -3.390
H 1.936 -0.244 -1.185
H 2.766 0.646 -2.436
H 4.361 -0.077 -0.778
H 4.718 -0.896 -2.280
H 3.213 -2.115 0.099
H 4.891 -2.438 -0.347
H 3.587 -2.974 -1.402
C -2.626 -2.213 -4.335
C -1.439 -3.067 -4.767
C -0.697 -2.505 -5.977
C -1.526 -2.414 -7.259
C -2.127 -3.736 -7.734
C -1.079 -4.787 -8.087
H -3.387 -2.153 -5.115
H -3.096 -2.640 -3.447
H -2.305 -1.198 -4.089
H -1.776 -4.088 -4.967
H -0.737 -3.134 -3.931
H 0.192 -3.114 -6.161
H -0.326 -1.503 -5.732
H -0.892 -2.007 -8.053
H -2.334 -1.689 -7.121
H -2.736 -3.539 -8.620
H -2.810 -4.138 -6.980
H -0.411 -4.422 -8.870
H -1.558 -5.697 -8.452
H -0.473 -5.060 -7.221
C 7.766 7.133 6.315
C 8.162 5.664 6.202
C 8.073 5.120 4.778
C 6.671 5.137 4.166
C 5.610 4.371 4.955
C 5.900 2.879 5.076
H 6.726 7.295 6.029
H 7.880 7.482 7.343
H 8.397 7.757 5.678
H 7.545 5.066 6.878
H 9.193 5.553 6.550
H 8.464 4.099 4.765
H 8.740 5.703 4.134
H 6.731 4.719 3.154
H 6.340 6.173 4.042
H 4.647 4.496 4.451
H 5.490 4.803 5.952
H 5.980 2.417 4.088
H 5.094 2.380 5.613
H 6.827 2.689 5.619
C -3.661 -5.697 -2.472
C -4.015 -6.951 -1.679
C -4.900 -6.647 -0.472
C -4.257 -5.742 0.580
C -2.948 -6.264 1.170
C -3.102 -7.585 1.917
H -3.085 -4.988 -1.875
H -3.061 -5.952 -3.348
H -4.567 -5.197 -2.821
H -3.103 -7.468 -1.367
H -4.546 -7.643 -2.338
H -5.206 -7.587 -0.005
H -5.823 -6.175 -0.824
H -4.974 -5.593 1.393
H -4.081 -4.750 0.152
H -2.560 -5.514 1.865
H -2.192 -6.371 0.386
H -3.822 -7.489 2.732
H -2.148 -7.894 2.347
H -3.439 -8.385 1.256
*
```